Density functional theory data (ωB97M-V/def2-TZVPD) for a molecular structure, C4H5NO.

```
11
Properties=species:S:1:pos:R:3:forces:R:3:lowdin_charge:R:1
N 0.405 1.178 0.820 0.077 0.195 -0.045 0.077
C 0.297 -0.274 0.921 0.125 -0.262 0.129 -0.227
C -0.807 0.535 0.370 -0.240 -0.073 -0.148 -0.340
C -0.994 -0.042 -1.021 -0.330 0.274 -0.101 0.172
O 1.092 -0.330 -1.300 -0.077 -0.103 0.041 0.004
C 0.671 -1.002 -0.356 0.206 -0.146 0.163 -0.242
H 1.003 1.420 0.031 -0.038 0.002 0.019 0.099
H 0.321 -0.760 1.889 0.018 0.039 -0.106 0.136
H -1.726 0.714 0.928 0.144 -0.064 -0.100 0.141
H -0.840 0.655 -1.854 0.043 0.078 0.092 0.040
H 0.577 -2.093 -0.427 0.073 0.061 0.055 0.140
```
Forces are in eV/Å.

Computed properties:
net charge = 0
HOMO level = -8.7 eV
energy = -285.191950 Eh
energy relative to the best compared isomer or geometry (same formula, charge and spin) = 6.0582 eV
HOMO-LUMO gap = 8.553 eV